ORCA calculation (the ωB97M-V functional and the def2-TZVPD basis) on C10H40FInO10 as an isolated structure at a distorted geometry.

```
62
Properties=species:S:1:pos:R:3:forces:R:3:lowdin_charge:R:1
In 1.9848 0.9182 -2.5546 -1.3555 -0.8055 1.4868 1.31
F 0.3244 -0.2061 -0.2842 0.0509 0.0859 -0.3217 -0.45
C -5.9530 1.0835 -0.0397 -0.0906 -0.8081 -0.0178 -0.08
O -4.9683 0.9402 -1.0519 -1.2395 0.6484 -0.2051 -0.02
H -6.9880 1.2126 -0.3562 0.4226 0.3155 -0.8310 0.10
H -5.9714 0.1273 0.4832 0.0136 -0.0852 0.6670 0.09
H -5.6934 1.8844 0.6526 0.1618 0.0944 0.2205 0.11
H -4.1816 0.6268 -0.5998 0.8867 -0.0046 0.0439 0.02
C -0.4618 -3.6433 -0.0551 0.4081 0.1729 1.1206 -0.08
O -0.6845 -2.5729 -0.9427 -1.0091 -1.3089 -1.2951 -0.12
H -1.1061 -3.5410 0.8181 -0.1155 0.2000 0.2609 0.09
H -0.6633 -4.6566 -0.4025 -0.0626 0.4271 -0.9036 0.10
H 0.5650 -3.6015 0.3084 0.1497 -0.1460 0.1139 0.08
H -0.3092 -1.7403 -0.6469 0.6990 0.9767 1.0149 0.01
C -0.1327 1.2263 3.0858 -1.2947 0.9399 1.2948 -0.12
O 0.9148 0.7313 2.3214 0.6283 -0.2264 0.0672 -0.12
H 0.2179 1.8796 3.8848 0.3338 0.1193 -0.2493 0.10
H -0.8629 1.7738 2.4899 0.0839 0.2098 -0.2238 0.09
H -0.7263 0.4832 3.6183 0.1717 -0.6353 -0.1145 0.09
H 0.4985 0.3274 1.5564 0.1043 -0.5536 -1.0545 0.04
C 0.9845 -3.1215 -3.8660 0.8436 0.2782 1.5866 -0.05
O 0.5366 -1.9286 -3.1632 0.7469 0.5012 -2.8906 -0.13
H 0.1962 -3.8272 -4.1279 -0.3593 0.2632 0.0908 0.11
H 1.6274 -2.9624 -4.7317 -0.4464 0.7581 -0.0164 0.10
H 1.6218 -3.5697 -3.1037 0.0461 -0.8401 -0.2188 0.08
H 0.0458 -2.2148 -2.3893 -0.3769 -0.6289 1.1384 0.01
C 3.1829 -2.1110 -0.0224 0.2483 -0.5427 -0.4196 -0.07
O 2.9900 -1.7587 -1.4229 -0.6673 0.3742 1.2462 -0.17
H 2.6546 -1.4584 0.6726 0.3086 0.4810 -0.5660 0.07
H 2.7888 -3.0987 0.2168 -0.3401 -0.3481 -0.4706 0.08
H 4.2481 -2.2354 0.1725 0.0774 0.5581 0.2471 0.11
H 3.3878 -2.4565 -1.9487 0.2576 -0.0899 -0.1528 0.09
C -0.4027 3.0133 -0.2810 -0.0733 -0.8464 0.8367 -0.14
O 0.4391 3.5031 -1.3016 0.3629 -0.1940 -0.2143 -0.13
H -1.1823 2.3495 -0.6548 -0.2582 0.3140 -0.2217 0.07
H 0.1830 2.3666 0.3722 0.2643 0.0856 -0.1182 0.04
H -0.8157 3.7969 0.3542 -0.1309 0.2251 -0.2569 0.11
H 0.0292 4.2863 -1.6761 0.0208 0.1431 -0.2277 0.10
C -2.0359 0.2933 -3.3968 -0.7624 -1.5783 0.7287 -0.11
O -1.0255 1.2220 -3.1423 1.0629 0.6086 -0.1377 -0.15
H -1.7843 -0.6318 -2.8781 0.1329 0.0156 -0.1415 0.08
H -2.9436 0.6413 -2.9039 -0.4036 0.1193 -0.3275 0.09
H -2.2010 0.0613 -4.4490 0.0286 0.2604 -0.0417 0.11
H -1.2721 1.9765 -3.6822 0.3555 0.5411 -0.0414 0.10
C -2.8760 -0.9142 0.8912 -1.0504 -1.3445 0.4918 -0.13
O -2.5409 0.1380 0.0653 -0.0198 0.9532 -0.5281 -0.10
H -2.2145 -1.0057 1.7528 -0.0012 0.0250 0.1878 0.09
H -3.9154 -0.8011 1.1994 0.1448 0.2353 0.3981 0.09
H -2.8830 -1.8516 0.3350 0.2866 -0.2559 0.0175 0.09
H -1.6505 -0.0364 -0.2484 0.8265 0.3086 -0.3360 0.04
C 2.9911 2.7732 0.9545 -0.1243 1.4710 -0.1760 -0.10
O 2.8255 1.5345 0.3325 0.5673 -0.2658 -0.5985 -0.13
H 3.5649 3.4463 0.3176 0.2330 -0.3327 -0.0100 0.11
H 2.0458 3.2944 1.1060 -0.3782 -0.1062 0.0854 0.09
H 3.4444 2.7134 1.9440 0.2495 -0.3361 0.0854 0.09
H 2.4829 0.9407 1.0045 -0.4695 -0.3872 0.0965 0.04
C 3.8107 0.8573 4.4031 2.3418 0.4154 3.2516 -0.16
O 3.4694 -0.0613 3.4796 -0.8811 -0.2813 -1.6034 0.00
H 4.7402 0.5680 4.8934 0.2957 0.0670 -0.3244 0.10
H 3.9286 1.8954 4.0923 -0.2662 0.3009 -0.4934 0.10
H 3.1216 0.8180 5.2468 -0.6167 0.4103 0.1829 0.11
H 2.5997 0.3024 3.2983 -1.0228 -0.9519 -1.2129 0.04
```
Positions in Å, forces in eV/Å.

Computed properties:
HOMO-LUMO gap in eV: 2.0
DFT total energy in hartree: -1446.39427
Charge: +2
Highest occupied orbital energy in eV: -15.06